A | The following is a quantum chemistry calculation of a cluster of 2 separate species, C3H10N2O in total, from the OMol25 dataset.

Calculated values
multiplicity	1
E_HOMO	-0.3365	Eh
structure (SMILES)	NC=O.CNC

Each line ends with the Mulliken charge.
Geometry (Å):
C -1.1455 1.1747 -0.2871  -0.8885
N -0.6010 2.1961 0.5829  -0.3994
C 0.5125 1.7251 1.4539  -0.7288
H -1.5451 0.3372 0.3033  0.3521
H -1.9771 1.4834 -0.9256  0.3231
H -0.4640 0.7526 -1.0327  0.2616
H -1.4009 2.4577 1.1478  0.2428
H 0.7590 2.4274 2.2470  0.3416
H 1.3789 1.9894 0.8234  0.2524
H 0.3359 0.6608 1.6510  0.2415
C 0.3308 -2.8883 -1.3657  0.0524
N 1.0260 -2.2483 -0.3748  -0.3702
O 0.7258 -3.3266 -2.4231  -0.4975
H -0.7647 -2.9397 -1.2487  0.3351
H 0.8300 -1.2905 -0.1430  0.2398
H 1.9996 -2.5109 -0.4086  0.2420


B | The following is a quantum chemistry calculation of a cluster of 2 separate species, C3H10N2O in total, from the OMol25 dataset.

Calculated values
multiplicity	1
E_HOMO	-0.3400	Eh
structure (SMILES)	[H]/N=C\NCC.O

Each line ends with the Mulliken charge.
Geometry (Å):
C -0.4433 -0.9985 1.9827  -1.0209
C 0.0629 0.3297 1.4385  -0.5956
N 0.1313 0.3249 -0.0467  -0.2228
C -0.9821 0.8839 -0.7007  -0.0298
N -1.0107 1.3920 -1.8608  -0.6753
H 0.2714 -1.7795 1.7081  0.2784
H -1.4599 -1.3482 1.8465  0.3101
H -0.2767 -0.8939 3.0659  0.3310
H -0.5854 1.1320 1.8067  0.3573
H 1.0688 0.6121 1.7423  0.3455
H 0.9822 0.7526 -0.3833  0.2743
H -1.9207 0.7420 -0.1614  0.3643
H -0.0511 1.3782 -2.2337  0.2921
H 0.9962 -1.0773 -2.0866  0.3267
H 1.5716 -0.8732 -3.5247  0.3166
O 1.6456 -0.5767 -2.5928  -0.6518


C | The following is a quantum chemistry calculation of a structure of composition C3H10N2O, from the OMol25 dataset.

Calculated values
multiplicity	1
E_HOMO	-0.2711	Eh

Each line ends with the Mulliken charge.
Geometry (Å):
C 0.9733 1.5530 0.5094  -1.1822
C 0.4573 0.5901 -0.5238  0.6374
N -1.0488 0.8672 -0.8459  -0.5628
O 1.1203 0.0325 -1.3796  -0.5848
H -1.2601 0.6026 -1.8018  0.2406
H -1.4267 1.7811 -0.6158  0.2204
H 1.3358 2.4541 0.0042  0.3482
H 0.2113 1.8290 1.2400  0.3839
H 1.8036 1.0869 1.0395  0.3204
C -0.3382 -1.1748 0.7632  -0.8936
N -0.0418 -2.3597 -0.0161  -0.5915
H -0.7732 -2.5296 -0.6998  0.2348
H 0.8072 -2.1959 -0.5564  0.2639
H -1.2360 -1.3497 1.3739  0.3926
H 0.4579 -0.9909 1.4867  0.3368
H -1.0419 -0.1959 0.0223  0.4361


The structure with the greatest stability is B.


A | The following is a quantum chemistry calculation of a cluster of 12 separate species, C36H96O36S12 in total, from the OMol25 dataset.

Calculated values
multiplicity	1
E_HOMO	-0.3868	Eh
structure (SMILES)	CCOS(C)(=O)=O.CCOS(C)(=O)=O.CCOS(C)(=O)=O.CCOS(C)(=O)=O.CCOS(C)(=O)=O.CCOS(C)(=O)=O.CCOS(C)(=O)=O.CCOS(C)(=O)=O.CCOS(C)(=O)=O.CCOS(C)(=O)=O.CCOS(C)(=O)=O.CCOS(C)(=O)=O

Each line ends with the Mulliken charge.
Geometry (Å):
O -0.5844 -1.2527 1.7485  -0.2287
S 0.0009 0.0298 1.3660  0.5513
O 1.2376 0.5790 2.0435  -0.0545
O 0.0720 0.1071 -0.3183  0.0663
C 0.7997 1.1502 -0.9947  1.5062
C 0.0178 1.6045 -2.2357  -0.9086
C -1.3379 1.3559 1.5078  0.4647
H 1.8524 0.9073 -1.1394  -0.6050
H 0.9504 2.0691 -0.4282  -0.3773
H 0.5654 2.3815 -2.7690  0.3097
H -0.9659 2.0176 -2.0124  0.1278
H -0.1407 0.7390 -2.8791  -0.0490
H -1.4872 1.4621 2.5823  -0.1164
H -2.2223 1.0569 0.9452  -0.2833
H -0.8090 2.2375 1.1457  -0.3069
O -4.1609 5.7792 1.0585  -0.6397
S -3.9233 4.3663 1.3812  1.0778
O -2.6461 3.9712 1.9640  -0.4162
O -5.0370 3.8978 2.5161  -0.3684
C -4.7335 4.3753 3.7859  -0.8571
C -4.1445 3.2534 4.7727  -0.1300
C -4.3849 3.2190 0.0533  -0.5834
H -5.6954 4.6643 4.2091  0.4216
H -4.1141 5.2689 3.8627  0.3784
H -4.8742 2.4809 5.0157  0.3771
H -3.8501 3.6912 5.7265  0.4417
H -3.2182 2.8352 4.3788  -0.5075
H -3.6839 3.4583 -0.7463  0.2172
H -5.3825 3.4786 -0.3011  0.5967
H -4.4184 2.1732 0.3584  -0.0783
O -3.2264 -7.2313 -1.4343  -0.5824
S -2.5251 -7.9238 -0.3405  1.1086
O -1.1611 -8.5011 -0.4845  -0.5566
O -2.4720 -6.9648 1.1162  -0.1840
C -3.6640 -6.3496 1.6024  -0.4252
C -3.3301 -5.2190 2.5647  -0.8529
C -3.7273 -9.2089 0.3377  -0.9407
H -4.2373 -7.0243 2.2383  0.4106
H -4.3030 -5.8428 0.8794  0.3296
H -4.2267 -5.1534 3.1810  0.4902
H -3.0317 -4.3056 2.0502  -0.1627
H -2.5279 -5.4346 3.2704  0.3813
H -3.4260 -9.8186 1.1895  0.3356
H -4.1062 -9.8880 -0.4261  0.3676
H -4.5839 -8.6095 0.6460  0.2998
O -3.3810 1.5420 -3.2237  -0.5030
S -3.0758 0.2560 -3.8845  1.1183
O -1.9779 0.0478 -4.8843  -0.5604
O -2.8469 -0.8791 -2.6957  -0.1562
C -3.7576 -0.9061 -1.5851  -0.3901
C -3.2228 -1.8403 -0.5446  -0.6101
C -4.5208 -0.5254 -4.7819  -1.1206
H -4.7166 -1.2419 -1.9798  0.4429
H -4.0320 0.0964 -1.2569  0.2984
H -4.0428 -2.1442 0.1061  0.3870
H -2.4948 -1.3234 0.0806  -0.2611
H -2.7437 -2.7772 -0.8289  0.2691
H -4.1215 -1.4431 -5.2138  0.3427
H -4.8852 0.1562 -5.5504  0.4006
H -5.2461 -0.7106 -3.9896  0.3767
O 2.9206 -4.8999 3.1800  -0.5772
S 2.3915 -5.5950 2.0157  1.1629
O 1.6435 -6.8641 2.2092  -0.6107
O 1.2976 -4.6284 1.1229  -0.1641
C 0.6124 -5.2303 -0.0059  -0.6676
C -0.5007 -4.1753 -0.3568  -0.3281
C 3.6853 -5.7513 0.7153  -0.8831
H 0.1933 -6.1839 0.3150  0.6551
H 1.1340 -5.4532 -0.9366  0.2781
H -1.1805 -4.0718 0.4890  -0.4948
H -1.0588 -4.4927 -1.2376  0.7024
H -0.1247 -3.1672 -0.5318  0.0145
H 3.2547 -6.0789 -0.2309  0.3187
H 4.2905 -6.6051 1.0203  0.4713
H 4.2679 -4.8418 0.5688  0.1778
O 1.9577 3.5803 -7.7558  -0.6491
S 2.5887 2.6060 -6.8359  1.1539
O 3.8061 1.8143 -7.1968  -0.6303
O 2.9852 3.3603 -5.4294  -0.3523
C 3.6905 2.6579 -4.4851  0.5946
C 3.9195 3.4458 -3.1835  -0.9497
C 1.3092 1.5202 -6.1612  -0.2192
H 4.6250 2.2997 -4.9169  0.3700
H 3.1355 1.7583 -4.2190  -0.2993
H 4.7382 4.1585 -3.2831  0.4964
H 4.2436 2.7651 -2.3963  0.0603
H 2.9712 3.9169 -2.9246  0.0734
H 0.8158 1.0392 -7.0058  0.5598
H 0.5516 2.1540 -5.7004  0.1672
H 1.7439 0.8257 -5.4422  -0.4045
O 4.1331 -0.5588 6.9103  -0.6441
S 3.5958 -0.4473 5.5511  1.0611
O 4.2920 -0.7335 4.2838  -0.5092
O 2.1142 -1.1902 5.5684  -0.4998
C 1.6982 -1.9501 4.4778  1.0170
C 0.1518 -2.1563 4.6982  -1.0954
C 2.8855 1.2513 5.3142  -0.5337
H 2.3725 -2.7991 4.3657  0.5273
H 1.8372 -1.4205 3.5353  -0.7548
H -0.2293 -2.9227 4.0233  0.2290
H -0.5050 -1.3178 4.4666  -0.1937
H -0.0080 -2.5584 5.6986  0.6043
H 3.7574 1.8697 5.5276  0.5135
H 2.1221 1.4185 6.0740  0.3351
H 2.4925 1.4277 4.3129  -0.3022
O 3.7448 -3.3703 -7.3140  -0.6242
S 3.5094 -1.9112 -7.2319  1.1366
O 3.0707 -1.2046 -8.4571  -0.5911
O 2.4143 -1.5725 -6.0043  -0.2029
C 2.3795 -2.4112 -4.8998  -0.6036
C 1.3640 -1.8940 -3.9569  -0.2439
C 5.0337 -1.0605 -6.5810  -0.4232
H 3.3418 -2.5068 -4.3969  0.4066
H 1.9907 -3.3222 -5.3547  0.3571
H 1.7608 -0.9825 -3.5098  -0.3686
H 1.2393 -2.5638 -3.1060  0.2626
H 0.4284 -1.6308 -4.4502  0.3593
H 4.9768 0.0145 -6.7524  0.1240
H 5.8491 -1.5742 -7.0901  0.4180
H 4.9858 -1.2525 -5.5091  0.0414
O 6.2494 -1.2726 -2.3064  -0.7214
S 5.0408 -0.7518 -1.6158  0.8957
O 4.0037 -0.1000 -2.4071  -0.3908
O 4.3389 -2.0285 -0.8747  -0.4608
C 3.1121 -1.8273 -0.2166  1.7456
C 3.3857 -1.8079 1.2341  -0.3313
C 5.4879 0.3935 -0.2064  -0.4583
H 2.4763 -2.6768 -0.4657  -0.3954
H 2.6297 -0.9301 -0.6045  -0.6409
H 2.7101 -2.5237 1.7022  -0.3572
H 3.4434 -0.8121 1.6737  -0.0486
H 4.2712 -2.4200 1.4048  0.5346
H 5.9928 1.2402 -0.6715  0.4394
H 6.0861 -0.2063 0.4795  0.4429
H 4.4888 0.6359 0.1559  -0.3200
O -3.2380 7.1590 -4.0117  -0.6091
S -2.1864 6.1187 -4.2539  1.0337
O -1.0642 6.4922 -5.1429  -0.5727
O -1.6594 5.3924 -2.7631  -0.1565
C -0.3544 5.7943 -2.3405  -0.6484
C -0.0972 5.2674 -0.9004  -0.5129
C -3.0046 4.6075 -4.8815  -0.7684
H -0.0707 6.8384 -2.4726  0.4922
H 0.3869 5.3194 -2.9832  0.2317
H -0.3887 4.2193 -0.8323  -0.2769
H -0.6810 5.8372 -0.1775  0.4772
H 0.9549 5.3584 -0.6302  0.3880
H -3.2226 4.8052 -5.9310  0.4868
H -3.9843 4.4559 -4.4284  0.3377
H -2.3836 3.7326 -4.6892  0.0393
O -5.3826 -0.0154 4.7181  -0.6397
S -4.2622 -0.2121 3.7558  0.9762
O -4.3409 0.3844 2.4313  -0.3853
O -2.8235 0.2945 4.4525  0.0271
C -2.6282 0.1110 5.8783  -0.5653
C -1.4782 1.0209 6.2050  -0.5322
C -3.8639 -2.0175 3.4952  -0.9093
H -2.3525 -0.9235 6.0828  0.3640
H -3.5050 0.2864 6.5016  0.4796
H -1.3554 1.0648 7.2871  0.5185
H -1.6922 2.0535 5.9293  0.1346
H -0.6146 0.7044 5.6200  -0.2024
H -3.8021 -2.5123 4.4644  0.4050
H -2.8512 -1.8560 3.1260  -0.0597
H -4.6056 -2.4943 2.8543  0.5738
O 4.7171 2.8554 2.6748  -0.7088
S 3.5253 3.4343 2.0566  1.2529
O 2.8714 2.8528 0.9003  -0.2759
O 2.4063 3.6447 3.2719  -0.4278
C 1.1470 4.3397 3.1369  0.0702
C 0.1610 3.7340 4.2045  -1.0860
C 3.8439 5.2639 1.7432  -1.0635
H 0.6259 4.2861 2.1810  -0.0495
H 1.3286 5.4031 3.2929  0.5542
H 0.6072 3.8565 5.1915  0.5313
H -0.0105 2.6588 4.1545  -0.1934
H -0.8670 4.0935 4.2500  0.3908
H 4.3991 5.2587 0.8053  0.4062
H 4.4369 5.6789 2.5583  0.3291
H 2.8666 5.7187 1.5820  0.3023


B | The following is a quantum chemistry calculation of a cluster of 12 separate species, C36H96O36S12 in total, from the OMol25 dataset.

Calculated values
multiplicity	1
E_HOMO	-0.4100	Eh
structure (SMILES)	CCOS(C)(=O)=O.CCOS(C)(=O)=O.CCOS(C)(=O)=O.CCOS(C)(=O)=O.CCOS(C)(=O)=O.CCOS(C)(=O)=O.CCOS(C)(=O)=O.CCOS(C)(=O)=O.CCOS(C)(=O)=O.CCOS(C)(=O)=O.CCOS(C)(=O)=O.CCOS(C)(=O)=O

Each line ends with the Mulliken charge.
Geometry (Å):
O -2.9137 1.2522 -9.0290  -0.5354
S -4.0304 0.7887 -9.8151  1.1588
O -3.7142 0.1008 -11.0440  -0.6684
O -4.9481 -0.1719 -8.9229  -0.2795
C -5.9414 -0.9918 -9.5689  -0.3218
C -5.6736 -2.4590 -9.2520  -1.1468
C -5.0956 2.1994 -10.1992  -0.5987
H -5.8894 -0.8036 -10.6441  0.3534
H -6.9382 -0.6588 -9.2822  0.3688
H -6.0721 -2.6076 -8.2406  0.3115
H -4.6122 -2.6608 -9.1366  0.2928
H -6.2369 -3.1824 -9.8352  0.3472
H -5.7107 2.4413 -9.3346  0.3499
H -5.7146 1.9940 -11.0678  0.3957
H -4.4155 3.0268 -10.3898  -0.0471
O -11.1993 9.9976 -6.7598  -0.5821
S -10.7276 8.7811 -6.1596  1.2511
O -11.3791 7.5026 -6.3662  -0.6692
O -9.1667 8.5691 -6.5433  -0.1308
C -8.4877 7.3837 -6.1198  -0.7277
C -7.0370 7.5149 -6.5714  -0.0690
C -10.5867 9.0938 -4.3655  -1.0226
H -8.8877 6.5133 -6.6447  0.2336
H -8.5988 7.2351 -5.0454  0.5537
H -6.4320 6.7186 -6.1357  0.5631
H -6.6544 8.4269 -6.1020  -0.2144
H -6.9399 7.5474 -7.6496  -0.1172
H -11.0330 8.3133 -3.7609  0.4026
H -11.0003 10.0679 -4.1159  0.3995
H -9.5192 9.2718 -4.2382  0.2461
O -0.5457 4.8203 -5.1242  -0.6577
S 0.6627 4.0206 -5.0327  1.0798
O 1.1613 3.6195 -3.7418  -0.6421
O 0.5270 2.7372 -5.9880  -0.4437
C -0.3107 2.8638 -7.1596  0.8546
C 0.0291 1.6585 -8.0297  -1.4234
C 1.9830 4.9091 -5.9066  -0.5054
H -0.0991 3.7844 -7.7046  -0.2333
H -1.3490 2.8788 -6.8279  0.4353
H 1.1166 1.6151 -8.0903  0.3821
H -0.5148 1.6863 -8.9704  0.1081
H -0.2539 0.7185 -7.5526  0.3813
H 1.6490 5.3403 -6.8451  -0.1848
H 2.8206 4.2281 -6.0283  0.3942
H 2.2593 5.7548 -5.2750  0.4723
O -0.0312 10.1894 -4.9594  -0.5712
S -0.1749 8.8123 -4.5299  1.1296
O 0.6376 8.2281 -3.4916  -0.6461
O -1.7087 8.5716 -4.0751  -0.3791
C -2.7694 9.2948 -4.7074  0.7624
C -4.0636 8.5025 -4.5100  -0.9016
C -0.1394 7.7521 -6.0105  0.1143
H -2.5787 9.3744 -5.7789  -0.4275
H -2.8557 10.2860 -4.2688  0.3172
H -4.3448 7.9545 -5.4193  -0.0779
H -4.9484 9.1348 -4.4182  0.1882
H -4.0008 7.7172 -3.7600  0.4779
H -0.5164 6.7838 -5.6877  -0.0414
H 0.8888 7.7039 -6.3551  0.5272
H -0.8270 8.2577 -6.6862  -0.4582
O 0.1180 7.6966 -15.0311  -0.6475
S 0.1554 6.4008 -14.3782  1.2524
O 1.2235 5.4782 -14.6312  -0.6322
O 0.0905 6.6181 -12.7952  -0.2084
C -0.6181 7.7481 -12.2074  -0.2681
C -0.0105 8.0391 -10.8611  0.1756
C -1.4381 5.6059 -14.7263  -0.9289
H -1.6548 7.4312 -12.0812  0.1583
H -0.5737 8.5721 -12.9163  0.5836
H -0.4047 7.4396 -10.0360  -0.3365
H -0.2255 9.0696 -10.5822  -0.5476
H 1.0547 7.8826 -10.6821  0.3841
H -1.2979 4.5281 -14.7440  0.3627
H -1.5666 5.8622 -15.7787  0.4571
H -2.2076 6.0219 -14.0871  0.1336
O -5.1009 14.0449 -13.5481  -0.6489
S -5.6312 13.9613 -12.2085  1.2291
O -5.5769 15.0578 -11.2763  -0.6507
O -7.1747 13.4785 -12.2723  -0.2621
C -7.6698 12.8270 -13.4518  0.1384
C -9.1866 12.9353 -13.4003  -1.0580
C -4.9071 12.4845 -11.3787  0.4241
H -7.3023 11.7988 -13.3877  -0.0722
H -7.3034 13.2605 -14.3821  0.4904
H -9.5881 12.7648 -12.4028  -0.0413
H -9.6371 12.1389 -14.0005  0.3655
H -9.5426 13.8747 -13.8181  0.4337
H -5.1342 11.6024 -11.9703  -0.1064
H -5.4616 12.4605 -10.4428  -0.0172
H -3.8492 12.6970 -11.2621  -0.2792
O -9.2342 8.7355 -12.3075  -0.8190
S -8.4434 9.3753 -11.2927  0.9857
O -7.0776 9.8172 -11.4878  -0.0224
O -9.2667 10.6183 -10.6445  -0.0004
C -10.7010 10.5780 -10.6551  -0.3922
C -11.1776 11.8290 -9.9768  -0.9930
C -8.4637 8.3266 -9.8392  -0.5111
H -11.0894 9.6875 -10.1502  0.4811
H -11.0793 10.4970 -11.6768  0.3128
H -12.2418 11.7568 -9.7556  0.4082
H -10.9789 12.7232 -10.5686  0.3455
H -10.6499 11.9883 -9.0343  -0.0008
H -8.1503 7.3190 -10.1015  0.5397
H -9.4592 8.3999 -9.4115  0.3393
H -7.7115 8.7250 -9.1648  -0.5962
O -6.3703 6.2090 -15.7717  -0.6935
S -5.6120 7.3631 -15.3244  1.1837
O -4.1750 7.3789 -15.4561  -0.5697
O -6.2000 8.7023 -16.0297  -0.3068
C -7.6031 8.9712 -15.8533  0.1476
C -8.0262 9.9507 -16.9248  -1.3433
C -6.0140 7.6317 -13.5810  -0.8385
H -7.9091 9.2775 -14.8504  0.0791
H -8.1338 8.0197 -15.9727  0.4089
H -7.7570 10.9516 -16.5776  0.2238
H -9.1105 9.9699 -17.0512  0.3786
H -7.6170 9.8037 -17.9209  0.3805
H -7.0936 7.7595 -13.5888  0.2980
H -5.5161 8.5060 -13.1705  0.1653
H -5.6597 6.7671 -13.0261  0.4433
O -4.1578 8.8605 -11.1231  -0.4957
S -4.2732 8.1987 -9.8537  0.6902
O -5.4194 7.3904 -9.5216  -0.5250
O -2.9843 7.2569 -9.7560  0.2097
C -2.8785 6.2573 -8.7325  -0.5101
C -2.0510 5.1174 -9.2753  -0.1391
C -3.9003 9.4264 -8.5801  0.8204
H -3.8482 5.8748 -8.3971  0.5924
H -2.5153 6.6518 -7.7779  -0.0865
H -1.0354 5.4781 -9.4410  -0.2240
H -2.5371 4.7336 -10.1706  0.1006
H -1.9593 4.3297 -8.5257  0.1738
H -3.9917 8.8867 -7.6403  -0.2878
H -4.6612 10.1591 -8.8462  0.0087
H -2.8742 9.7522 -8.7377  -0.2684
O 1.5611 4.7820 -9.1887  -0.2617
S 2.4482 3.9018 -9.9185  0.9008
O 3.3014 2.9822 -9.2220  -0.6847
O 1.6035 3.0018 -10.9441  -0.4827
C 0.3176 3.5130 -11.2718  2.1182
C -0.1928 2.6723 -12.4099  -1.7437
C 3.3911 4.8993 -11.0387  -0.9930
H 0.4103 4.5416 -11.6424  -0.2751
H -0.4233 3.6485 -10.4839  -0.5540
H -1.1168 3.0390 -12.8560  0.2496
H -0.3829 1.6265 -12.1542  0.4113
H 0.5971 2.6104 -13.1611  0.4196
H 4.2449 5.2854 -10.4867  0.4233
H 2.7598 5.6768 -11.4621  0.1258
H 3.7465 4.2464 -11.8341  0.4192
O -9.6740 12.0114 -3.9880  -0.5536
S -9.2665 13.2733 -4.5883  1.0436
O -8.7164 14.2820 -3.7328  -0.6143
O -8.2121 13.0344 -5.7682  -0.4218
C -8.0381 11.7028 -6.2386  0.1063
C -7.2021 11.6539 -7.4907  -0.3456
C -10.6484 13.9430 -5.4967  -0.8209
H -8.9615 11.1323 -6.3346  -0.0920
H -7.5471 11.1725 -5.4123  0.3407
H -6.3541 12.3382 -7.5020  0.4998
H -7.7691 11.8032 -8.4143  0.1337
H -6.8117 10.6437 -7.6495  -0.2574
H -10.2474 14.7405 -6.1178  0.3367
H -11.4137 14.3103 -4.8156  0.3805
H -11.1479 13.1799 -6.0934  0.2139
O -0.9900 10.5214 -8.2471  -0.4852
S 0.3182 11.0527 -8.6078  0.9288
O 1.5030 10.2542 -8.7319  -0.6592
O 0.1644 11.8738 -9.9903  -0.3410
C -1.1431 12.3115 -10.3754  0.4294
C -0.9842 13.2690 -11.5404  -1.4511
C 0.6488 12.4288 -7.4703  -1.0131
H -1.7023 12.7822 -9.5648  0.4479
H -1.7185 11.4484 -10.7178  -0.0918
H -0.3599 14.1395 -11.3198  0.3998
H -1.9259 13.7853 -11.7476  0.3230
H -0.6057 12.7978 -12.4439  0.3307
H 1.4264 13.0420 -7.9086  0.3945
H 0.8572 11.9532 -6.5149  0.3751
H -0.3395 12.8858 -7.4554  0.2840


The structure with the greatest stability is B.